Record 1
3 unconnected molecules or ions with the total composition C5H15NO2. Source: the Open Molecules 2025 dataset; level of theory: ωB97M-V/def2-TZVPD.

Results
Energy relative to the best compared isomer or geometry (same formula, charge and spin), kJ/mol: 142.0
Kohn-Sham gap, eV: 9.0138
2S+1: 1
E, eV: -11012.4745
Structure (SMILES): CC/C(C)=C/N.O.O

Bonds (Å) are listed after each position.
CARTESIAN COORDINATES (ANGSTROEM)
1 C -2.59814 -0.88972 -1.53015  C2 1.563, H7 1.086, H8 1.085, H9 1.087
2 C -1.90802 -0.50885 -0.18082  C1 1.563, C3 1.530, H10 1.089, H11 1.093
3 C -1.06589 0.76779 -0.20822  C2 1.530, C4 1.333, C6 1.484
4 C -1.11914 1.53246 0.88259  C3 1.333, N5 1.434, H12 1.082
5 N -0.11963 2.50938 1.20260  C4 1.434, H13 1.018, H14 1.017
6 C -0.19771 1.00479 -1.38773  C3 1.484, H15 1.080, H16 1.100, H17 1.098
7 H -2.45788 -1.94585 -1.74208  C1 1.086
8 H -3.66390 -0.71308 -1.42637  C1 1.085
9 H -2.28043 -0.19222 -2.30044  C1 1.087
10 H -2.72529 -0.44010 0.53586  C2 1.089
11 H -1.21886 -1.27833 0.17677  C2 1.093
12 H -1.68347 1.23697 1.75735  C4 1.082
13 H -0.21366 3.29698 0.56394  N5 1.018
14 H -0.11757 2.96221 2.11344  N5 1.017
15 H -0.14704 0.18305 -2.08667  C6 1.080
16 H 0.82066 1.30644 -1.10205  C6 1.100
17 H -0.52823 1.90819 -1.91739  C6 1.098
18 H 1.04283 0.52526 1.57563  O20 0.951
19 H 2.14760 -0.52855 1.61839  O20 0.963
20 O 1.45782 -0.11283 2.14581  H18 0.951, H19 0.963
21 H 5.37748 -3.89609 -0.26037  O23 0.961
22 H 5.99771 -3.17228 0.94943  O23 0.944
23 O 5.20075 -3.55561 0.62047  H21 0.961, H22 0.944



Record 2
2 unconnected molecules or ions with the total composition C5H15NO2. Source: the Open Molecules 2025 dataset; level of theory: ωB97M-V/def2-TZVPD.

Results
Energy relative to the best compared isomer or geometry (same formula, charge and spin), kJ/mol: 331.6
Kohn-Sham gap, eV: 10.6894
2S+1: 1
E, eV: -11010.5098
Structure (SMILES): CC(C)(C)C.ONO

Bonds (Å) are listed after each position.
CARTESIAN COORDINATES (ANGSTROEM)
1 C -0.80000 0.64378 -0.13462  C2 1.527, C3 1.527, C4 1.598, C5 1.526
2 C -1.73805 -0.54936 0.02980  C1 1.527, H8 1.087, H9 1.086, H10 1.088
3 C -0.06887 0.56756 -1.47350  C1 1.527, H11 1.090, H12 1.091, H13 1.090
4 C 0.25783 0.63589 1.06296  C1 1.598, H14 1.085, H15 1.087, H16 1.088
5 C -1.59054 1.94730 -0.05991  C1 1.526, H6 1.089, H7 1.088, H17 1.088
6 H -2.34244 1.98458 -0.84641  C5 1.089
7 H -2.09622 2.04147 0.89874  C5 1.088
8 H -1.17647 -1.47323 0.14114  C2 1.087
9 H -2.35527 -0.43185 0.91551  C2 1.086
10 H -2.39246 -0.64310 -0.83370  C2 1.088
11 H 0.42623 -0.39483 -1.60224  C3 1.090
12 H -0.77798 0.69597 -2.29197  C3 1.091
13 H 0.68280 1.35353 -1.55134  C3 1.090
14 H 0.83775 -0.25096 1.29447  C4 1.085
15 H -0.28824 0.81986 1.98461  C4 1.087
16 H 0.94879 1.46409 0.91798  C4 1.088
17 H -0.92896 2.80297 -0.18024  C5 1.088
18 N 1.88697 -2.28006 -0.00762  O19 1.399, O20 1.414, H23 1.068
19 O 2.74413 -1.42003 -0.70328  N18 1.399, H22 0.974
20 O 2.23815 -2.28105 1.36199  N18 1.414, H21 0.967
21 H 2.97376 -2.90184 1.45552  O20 0.967
22 H 2.63774 -0.50645 -0.38213  O19 0.974
23 H 0.92135 -1.82426 0.00423  N18 1.068



Record 3
3 unconnected molecules or ions with the total composition C5H15NO2. Source: the Open Molecules 2025 dataset; level of theory: ωB97M-V/def2-TZVPD.

Results
Energy relative to the best compared isomer or geometry (same formula, charge and spin), kJ/mol: 118.0
Kohn-Sham gap, eV: 8.8150
2S+1: 1
E, eV: -11012.7237
Structure (SMILES): CC/C=C(/C)N.O.O

Bonds (Å) are listed after each position.
CARTESIAN COORDINATES (ANGSTROEM)
1 C -2.38599 0.72935 1.77744  C2 1.492, H7 1.091, H8 1.095, H9 1.106
2 C -1.03732 0.23784 1.37061  C1 1.492, C5 1.543, H10 1.094, H11 1.100
3 N 0.74519 -0.91369 -0.57094  C4 1.421, H12 1.012, H13 1.016
4 C 0.09223 0.31587 -0.85777  N3 1.421, C5 1.332, C6 1.526
5 C -0.62781 0.95144 0.06500  C2 1.543, C4 1.332, H14 1.084
6 C 0.09609 0.70332 -2.33351  C4 1.526, H15 1.074, H16 1.095, H17 1.087
7 H -2.30181 1.66844 2.32554  C1 1.091
8 H -2.95371 0.04429 2.41557  C1 1.095
9 H -3.06354 0.88559 0.91714  C1 1.106
10 H -0.26928 0.47631 2.11273  C2 1.094
11 H -1.01903 -0.83129 1.11398  C2 1.100
12 H 1.60531 -1.06738 -1.08089  N3 1.012
13 H 1.01207 -1.03610 0.40128  N3 1.016
14 H -1.17229 1.83269 -0.25301  C5 1.084
15 H -0.92006 0.57052 -2.65618  C6 1.074
16 H 0.69904 0.13116 -3.04598  C6 1.095
17 H 0.44171 1.73059 -2.41762  C6 1.087
18 H 0.81821 -3.06136 0.30419  O20 0.971
19 H -0.37448 -3.31543 1.19840  O20 0.952
20 O 0.56454 -3.46505 1.15014  H18 0.971, H19 0.952
21 H 3.27770 1.67057 -1.20121  O23 0.963
22 H 3.27174 0.93334 0.09799  O23 0.967
23 O 3.50147 0.80897 -0.83292  H21 0.963, H22 0.967



Record 4
2 unconnected molecules or ions with the total composition C5H15NO2. Source: the Open Molecules 2025 dataset; level of theory: ωB97M-V/def2-TZVPD.

Results
Energy relative to the best compared isomer or geometry (same formula, charge and spin), kJ/mol: 300.3
Kohn-Sham gap, eV: 9.2800
2S+1: 1
E, eV: -11010.8336
Structure (SMILES): CCNC[C@@H](C)O.O

Bonds (Å) are listed after each position.
CARTESIAN COORDINATES (ANGSTROEM)
1 C 0.86568 1.04336 1.72376  N2 1.420, C7 1.589, H8 1.163, H9 1.151
2 N 1.15773 0.14942 0.65977  C1 1.420, C3 1.483, H10 1.071
3 C 0.12978 -0.84736 0.27438  N2 1.483, C4 1.555, H11 1.075, H12 1.112
4 C 0.04136 -0.92825 -1.27645  C3 1.555, C5 1.520, O6 1.439, H13 1.066
5 C 1.30918 -1.46057 -1.92391  C4 1.520, H14 1.126, H15 1.141, H16 1.045
6 O -0.89567 -1.95089 -1.65881  C4 1.439, H17 0.954
7 C -0.01730 2.33038 1.42635  C1 1.589, H18 1.086, H19 1.148, H20 1.207
8 H 0.56373 0.55869 2.73742  C1 1.163
9 H 1.80241 1.66693 1.96469  C1 1.151
10 H 1.45935 0.83260 -0.10799  N2 1.071
11 H -0.83054 -0.85131 0.75815  C3 1.075
12 H 0.60368 -1.81907 0.53490  C3 1.112
13 H -0.41076 -0.10059 -1.77388  C4 1.066
14 H 2.19351 -1.58261 -1.23737  C5 1.126
15 H 1.61970 -0.84541 -2.83345  C5 1.141
16 H 1.22500 -2.45805 -2.22350  C5 1.045
17 H -1.74702 -1.74095 -1.28243  O6 0.954
18 H 0.47308 3.17295 0.94882  C7 1.086
19 H -0.75860 1.87329 0.67800  C7 1.148
20 H -0.79950 2.72465 2.25718  C7 1.207
21 H -3.05449 -0.71655 0.10946  O23 1.067
22 H -2.21471 0.70689 0.45779  O23 0.957
23 O -2.71560 0.24246 -0.21290  H21 1.067, H22 0.957



Record 5
3 unconnected molecules or ions with the total composition C5H15NO2. Source: the Open Molecules 2025 dataset; level of theory: ωB97M-V/def2-TZVPD.

Results
Energy relative to the best compared isomer or geometry (same formula, charge and spin), kJ/mol: 172.0
Kohn-Sham gap, eV: 9.3206
2S+1: 1
E, eV: -11012.1637
Structure (SMILES): C/C=C/CNC.O.O

Bonds (Å) are listed after each position.
CARTESIAN COORDINATES (ANGSTROEM)
1 C -1.54478 1.76426 -1.53212  N2 1.452, H7 1.090, H8 1.092, H9 1.103
2 N -0.81299 0.58955 -1.09344  C1 1.452, C3 1.469, H10 0.997
3 C 0.63844 0.81306 -1.14417  N2 1.469, C6 1.520, H11 1.084, H12 1.088
4 C 2.75317 -0.31243 1.90622  C5 1.514, H13 1.084, H14 1.091, H15 1.077
5 C 1.73467 0.43351 1.06997  C4 1.514, C6 1.333, H16 1.086
6 C 1.30352 -0.05853 -0.09159  C3 1.520, C5 1.333, H17 1.087
7 H -2.62326 1.60645 -1.50617  C1 1.090
8 H -1.24264 2.02838 -2.54785  C1 1.092
9 H -1.33945 2.66390 -0.92785  C1 1.103
10 H -1.06992 0.34764 -0.16074  N2 0.997
11 H 1.00245 0.45182 -2.09867  C3 1.084
12 H 0.90764 1.83676 -0.89371  C3 1.088
13 H 3.48753 -0.80621 1.28005  C4 1.084
14 H 2.30234 -0.98067 2.64085  C4 1.091
15 H 3.33770 0.41750 2.44024  C4 1.077
16 H 1.39290 1.42025 1.36865  C5 1.086
17 H 1.34847 -1.11526 -0.34018  C6 1.087
18 H -2.08062 -1.92387 -0.80665  O20 0.971
19 H -2.08330 -2.68861 -2.08514  O20 0.961
20 O -2.52213 -2.67868 -1.22980  H18 0.971, H19 0.961
21 H -1.76090 -2.04998 1.88356  O23 0.965
22 H -1.69294 -0.56776 2.28057  O23 0.967
23 O -1.43592 -1.19111 1.58795  H21 0.965, H22 0.967



Record 6
2 unconnected molecules or ions with the total composition C5H15NO2. Source: the Open Molecules 2025 dataset; level of theory: ωB97M-V/def2-TZVPD.

Results
Energy relative to the best compared isomer or geometry (same formula, charge and spin), kJ/mol: 111.1
Kohn-Sham gap, eV: 9.7370
2S+1: 1
E, eV: -11012.7949
Structure (SMILES): C[C@H](N)CCCO.O

Bonds (Å) are listed after each position.
CARTESIAN COORDINATES (ANGSTROEM)
1 C -2.54591 2.01982 -0.47598  C2 1.539, H8 1.094, H9 1.101, H10 1.085
2 C -1.08399 1.59596 -0.25074  C1 1.539, C3 1.525, N7 1.471, H11 1.085
3 C -1.07068 0.11697 0.12168  C2 1.525, C4 1.542, H12 1.089, H13 1.094
4 C 0.23951 -0.35982 0.78057  C3 1.542, C5 1.509, H14 1.097, H15 1.087
5 C 1.40469 -0.47417 -0.17101  C4 1.509, O6 1.461, H16 1.095, H17 1.076
6 O 1.07055 -1.49446 -1.16192  C5 1.461, H18 0.964
7 N -0.29100 1.79295 -1.47356  C2 1.471, H19 1.007, H20 1.009
8 H -3.02876 1.25254 -1.08830  C1 1.094
9 H -3.11437 1.90637 0.46008  C1 1.101
10 H -2.67231 3.05148 -0.78843  C1 1.085
11 H -0.65554 2.22775 0.51996  C2 1.085
12 H -1.35912 -0.54000 -0.69741  C3 1.089
13 H -1.78971 0.00124 0.93748  C3 1.094
14 H 0.50812 0.36403 1.55941  C4 1.097
15 H 0.01227 -1.26499 1.33784  C4 1.087
16 H 2.30331 -0.82811 0.34461  C5 1.095
17 H 1.68263 0.38011 -0.76391  C5 1.076
18 H 1.65900 -2.24270 -1.01283  O6 0.964
19 H -0.20947 2.77854 -1.66510  N7 1.007
20 H -0.63962 1.24880 -2.24886  N7 1.009
21 H 2.51628 -3.02750 1.83332  O23 0.960
22 H 1.36170 -2.00270 1.86332  O23 0.969
23 O 1.92203 -2.55941 2.42485  H21 0.960, H22 0.969